# 1
DFT (ωB97M-V/def2-TZVPD) results for C21H18Br2N3O3Pd as an isolated structure.

ORCA input file:
```
! RIJCOSX wB97M-V def2-TZVPD def2/J DEFGRID3
* xyz 1 1
Pd 0.84080 1.32294 -0.06688
O -2.95310 -1.53159 2.75956
C -3.44490 -0.34415 2.27947
C -4.79271 -0.02010 2.31211
C -5.22334 1.18584 1.78112
C -4.31659 2.05832 1.19719
C -2.96923 1.72684 1.17390
C -2.52279 0.53913 1.72969
C -1.03947 0.19940 1.81601
O -0.19073 1.25706 1.64609
N -0.76179 -0.86390 0.84614
N 0.27959 -0.74228 0.04373
C 0.70587 -1.68872 -0.71246
C 1.79361 -1.49423 -1.63156
Br 2.24371 0.36913 -1.88793
C 2.51638 -2.35266 -2.35388
C 2.50404 -3.81462 -2.38815
C 1.91049 -4.63896 -1.42688
C 1.93596 -6.01486 -1.56793
C 2.57065 -6.59836 -2.65596
C 3.19973 -5.79582 -3.59660
C 3.16731 -4.41968 -3.46127
H -3.65409 -2.02324 3.20165
H -5.50383 -0.71186 2.75062
H -6.27349 1.44163 1.82529
H -4.65677 2.99154 0.76946
H -2.24511 2.39629 0.72784
H -0.88455 -0.24713 2.80863
H -1.24792 -1.74752 0.93542
H 0.21978 -2.65798 -0.69311
H 3.22798 -1.90578 -3.04039
H 1.46637 -4.21221 -0.53926
H 1.46576 -6.63817 -0.81905
H 2.58649 -7.67469 -2.76143
H 3.71868 -6.24457 -4.43272
H 3.65089 -3.79452 -4.20225
O 1.16129 7.45635 1.10817
C 1.08111 6.15078 0.85160
C 0.23359 5.27705 1.53037
C 0.22751 3.94969 1.17855
N 0.99728 3.45270 0.19466
C 1.81698 4.29898 -0.43770
Br 2.91580 3.60147 -1.79956
C 1.90006 5.63948 -0.15274
H 0.56194 7.71947 1.81791
H -0.40931 5.62517 2.32787
H -0.38985 3.23328 1.70225
H 2.57993 6.28506 -0.68761
*
```

## Properties
HOMO-LUMO gap in eV: 6.7
HOMO in eV: -10.85
ΔE to the lowest compared entry with this formula, charge and spin in kcal/mol: 10.99

These are the Löwdin partial charges, in e, on atoms 1 to 8:
1 Pd 0.7853
2 O 0.0525
3 C -0.2697
4 C -0.0134
5 C -0.0719
6 C -0.0756
7 C -0.0242
8 C -0.1054

=====

# 2
DFT (ωB97M-V/def2-TZVPD) results for a 4-piece molecular cluster, C5H17N2O4 overall.

ORCA input file:
```
! RIJCOSX wB97M-V def2-TZVPD def2/J DEFGRID3
* xyz 0 2
O -1.95301 1.48558 -1.46256
C -2.12027 1.28098 -0.26969
C -1.49837 0.06601 0.38013
C -0.88771 0.64710 1.71976
C 0.17263 -0.17527 2.51551
C 2.37889 0.31147 2.10060
N 1.31255 -0.34093 1.75863
N -0.47664 -0.48172 -0.48601
H -2.82377 1.97653 0.32962
H -2.30630 -0.69020 0.57832
H -1.67389 0.71947 2.32387
H -0.46803 1.60171 1.60480
H 0.27366 0.26441 3.51073
H -0.25687 -1.26839 2.79871
H 3.16817 0.28866 1.46389
H 2.54659 0.81955 3.01953
H 0.09781 0.28224 -0.81976
H -0.89738 -1.03306 -1.29199
H 0.20968 -1.19841 0.01412
H 0.85894 2.11778 -1.79508
H 1.96490 1.63977 -0.91421
O 0.99973 1.67961 -0.94987
H -0.24774 -1.73242 -3.63116
H -1.32575 -0.78336 -3.99132
O -0.82963 -1.08712 -3.29608
H 1.59245 -2.80734 -1.37805
H 1.28194 -1.41735 -2.19794
O 0.90742 -2.16531 -1.63452
*
```

## Properties
HOMO-LUMO gap (alpha / beta) in eV: 3.0 / 10.1
HOMO (alpha / beta) in eV: -2.61 / -9.69
ΔE to the lowest compared entry with this formula, charge and spin in kcal/mol: 44.86

These are the Löwdin partial charges, in e, on atoms 1 to 8:
1 O 0.0398
2 C -0.2114
3 C -0.2590
4 C -0.1201
5 C -0.2926
6 C -0.0472
7 N -0.0834
8 N 0.1091

=====

# 3
DFT (ωB97M-V/def2-TZVPD) results for one molecule with the formula C4H7NO2.

ORCA input file:
```
! RIJCOSX wB97M-V def2-TZVPD def2/J DEFGRID3
* xyz 0 1
C 0.64710 -0.77769 1.15053
C 0.32204 -0.16211 -0.21043
C 0.16583 -1.20547 -1.29871
O 0.72221 -2.27472 -1.25806
C -0.95332 0.65082 -0.15164
N -0.64683 1.96623 -0.02008
O -2.07271 0.18183 -0.22445
H -0.17494 -1.39277 1.53255
H 1.52511 -1.41317 1.03793
H 0.85370 0.00736 1.88645
H 1.14071 0.49613 -0.51190
H -0.49307 -0.92350 -2.14998
H 0.31968 2.17801 0.10838
H -1.35551 2.66904 0.10941
*
```

## Properties
HOMO-LUMO gap in eV: 10.6
HOMO in eV: -9.96
SMILES: C[C@@H](C=O)C(N)=O
ΔE to the lowest compared entry with this formula, charge and spin in kcal/mol: 13.28

These are the Löwdin partial charges, in e, on atoms 1 to 8:
1 C -0.0388
2 C -0.2753
3 C -0.2108
4 O 0.0698
5 C -0.5424
6 N 0.1737
7 O 0.0734
8 H 0.0980

=====

# 4
DFT (ωB97M-V/def2-TZVPD) results for a 2-piece molecular cluster, C4H5N3O4 overall.

ORCA input file:
```
! RIJCOSX wB97M-V def2-TZVPD def2/J DEFGRID3
* xyz 0 1
C 0.62361 -1.51455 -0.59067
C 1.85159 2.52481 0.31329
C -1.59069 -1.07908 0.17209
C -2.18591 0.24791 -0.34698
N -1.57004 1.26317 0.01402
N -0.15275 -0.98847 0.22728
N 2.02614 -1.42346 -0.32542
O 1.72076 1.46704 0.69543
O 2.14342 3.57155 -0.03671
O 2.81305 -0.81567 -1.05093
O 2.31373 -2.02737 0.70849
H -1.77141 -1.39680 1.16788
H -1.85123 -1.84571 -0.53677
H -2.90333 0.12787 -1.19314
H -1.69498 2.28591 -0.15933
H 0.22806 -0.39713 0.94147
*
```

## Properties
HOMO-LUMO gap in eV: 9.7
HOMO in eV: -9.35
ΔE to the lowest compared entry with this formula, charge and spin in kcal/mol: 140.79

These are the Löwdin partial charges, in e, on atoms 1 to 8:
1 C 0.0067
2 C -0.4415
3 C -0.1379
4 C -0.1989
5 N 0.1020
6 N 0.0007
7 N -0.4338
8 O 0.2146

=====

# 5
DFT (ωB97M-V/def2-TZVPD) results for a 2-piece molecular cluster, C32H25O3 overall.

ORCA input file:
```
! RIJCOSX wB97M-V def2-TZVPD def2/J DEFGRID3
* xyz -1 1
C -3.89024 -4.58586 -1.53892
C -3.21391 -3.60205 -2.27085
C -2.88700 -2.37979 -1.66176
C -3.21933 -2.11385 -0.31295
C -2.87443 -0.81761 0.26979
C -2.90371 0.37375 -0.44107
C -2.53510 1.61203 0.07781
C -2.72352 2.75919 -0.86946
C -2.18427 4.07514 -0.36127
C -0.88495 4.14436 0.18931
C -0.35640 5.35230 0.64996
C -1.12332 6.52270 0.54138
C -2.39656 6.49512 -0.06063
C -2.89070 5.27799 -0.50312
C -1.99657 1.67130 1.38845
C -1.85161 0.53312 2.20727
C -1.20165 0.56552 3.52084
C -0.06033 1.38364 3.73810
C 0.56117 1.45026 5.00306
C 0.05290 0.70740 6.07447
C -1.04933 -0.13825 5.88119
C -1.63672 -0.22392 4.61680
C -2.43305 -0.76248 1.70757
O -2.59272 -1.72152 2.45303
C -3.84967 -3.15221 0.41451
C -4.20652 -4.36158 -0.19065
H -4.13170 -5.54129 -1.98904
H -2.90998 -3.77662 -3.31382
H -2.33659 -1.60891 -2.22038
H -3.33554 0.36418 -1.46032
H -2.68075 2.49204 -1.94998
H -0.28415 3.24846 0.27938
H 0.64419 5.35928 1.09893
H -0.73286 7.47412 0.90948
H -3.00677 7.40499 -0.18888
H -3.86775 5.23853 -0.94149
H -1.70841 2.61939 1.83341
H 0.34782 1.94044 2.88194
H 1.46133 2.08126 5.11819
H 0.52099 0.75585 7.04668
H -1.45509 -0.75715 6.70190
H -2.45884 -0.93435 4.45513
H -4.04329 -2.99333 1.47827
H -4.71463 -5.12410 0.41810
C -7.57666 8.27383 -1.89985
O -6.99396 7.13154 -1.22273
C -6.72271 5.97976 -1.89138
C -7.24668 5.66654 -3.19313
C -6.82023 4.47808 -3.79185
C -5.90334 3.63670 -3.18584
C -5.41354 3.87029 -1.83703
O -4.60104 3.06101 -1.21644
C -5.89177 5.08408 -1.20748
H -7.62349 9.11435 -1.18992
H -6.97573 8.56763 -2.77972
H -8.58914 8.04972 -2.28025
H -7.96921 6.35135 -3.65760
H -7.26942 4.22625 -4.73235
H -5.49267 2.77206 -3.69201
H -5.52117 5.31829 -0.20191
*
```

## Properties
HOMO-LUMO gap in eV: 6.8
HOMO in eV: -4.15

These are the Löwdin partial charges, in e, on atoms 1 to 8:
1 C -0.1239
2 C -0.1063
3 C -0.0441
4 C -0.1695
5 C -0.0911
6 C -0.0113
7 C -0.2107
8 C 0.0481

=====

# 6
DFT (ωB97M-V/def2-TZVPD) results for a 2-piece molecular cluster, C4H6O2 overall.

ORCA input file:
```
! RIJCOSX wB97M-V def2-TZVPD def2/J DEFGRID3
* xyz 0 1
C 1.63974 -0.73169 -1.02005
C 1.86008 0.13367 -0.05067
O 2.16998 0.78146 0.86847
H 0.91780 -0.57986 -1.80839
H 2.34751 -1.54768 -1.05887
C -1.31503 -0.12450 0.95285
C -1.16108 0.74360 -0.25810
O -0.17404 1.36139 -0.58431
H -1.96029 -0.98305 0.74012
H -0.38019 -0.44553 1.41730
H -1.85483 0.52977 1.65010
H -2.08965 0.86241 -0.84847
*
```

## Properties
HOMO-LUMO gap in eV: 9.8
HOMO in eV: -8.94
SMILES: C=C=O.CC=O
ΔE to the lowest compared entry with this formula, charge and spin in kcal/mol: 43.40

These are the Löwdin partial charges, in e, on atoms 1 to 8:
1 C -0.0020
2 C -0.3202
3 O 0.1549
4 H 0.0562
5 H 0.0597
6 C -0.0432
7 C -0.2951
8 O 0.0179

=====

DFT total energy, record by record: -176239.1349; -16625.7067; -9846.7036; -16883.9901; -39731.4479; -8338.5793 eV
F_max, record by record: 2.4; 4.4; 0.7; 4.1; 2.8; 0.9 eV/A